Below is a molecular structure, C12H28N2OP2Tl, with properties calculated with wB97M-V/def2-TZVPD.

Geometry (Å):
1 Tl -0.60 0.03 -0.56
2 H 2.11 0.32 1.18
3 H 2.05 -0.42 1.21
4 P 0.00 2.52 -0.44
5 P -0.11 -2.51 -0.41
6 C -1.42 -3.34 0.50
7 H -1.47 -4.41 0.24
8 H -1.25 -3.24 1.58
9 H -2.40 -2.88 0.29
10 C -0.47 -2.81 -2.19
11 H 0.31 -2.34 -2.81
12 H -0.51 -3.89 -2.41
13 H -1.43 -2.34 -2.46
14 C 1.44 -3.37 -0.08
15 H 1.69 -3.28 0.98
16 H 1.37 -4.43 -0.36
17 H 2.27 -2.91 -0.64
18 C -0.51 2.83 -2.17
19 H -0.50 3.91 -2.40
20 H 0.15 2.29 -2.87
21 H -1.53 2.43 -2.33
22 C -1.14 3.44 0.61
23 H -0.87 3.33 1.66
24 H -1.14 4.50 0.34
25 H -2.16 3.04 0.51
26 C 1.64 3.25 -0.28
27 H 2.37 2.73 -0.92
28 H 1.61 4.32 -0.56
29 H 1.98 3.16 0.76
30 H 1.07 -0.02 -1.44
31 H -2.06 0.01 -1.75
32 N -1.21 0.70 7.19
33 C -2.02 0.17 6.24
34 O -3.11 -0.34 6.53
35 C -1.51 0.22 4.84
36 C -0.28 0.82 4.46
37 C 0.06 0.80 3.10
38 N -0.73 0.28 2.15
39 C -1.89 -0.31 2.51
40 C -2.31 -0.34 3.85
41 H -1.52 0.66 8.14
42 H -0.30 1.12 6.97
43 H 0.40 1.29 5.14
44 H 1.00 1.19 2.74
45 H -2.48 -0.76 1.73
46 H -3.26 -0.79 4.08

Output
Lowest unoccupied orbital energy = -3.031 eV
E_HOMO = -10.73 eV
Charge = +1
Multiplicity = 1
ΔE to the lowest compared entry with this formula, charge and spin = 0.0 kcal/mol
E_tot = -1513.65609 hartree


Below is a molecular structure, C12H28N3O15PSV, with properties calculated with wB97M-V/def2-TZVPD.

Geometry (Å):
1 O -1.21 -1.24 -0.82
2 V -2.42 -1.44 0.19
3 O 0.60 -0.37 3.65
4 C -0.35 -1.18 3.15
5 O -0.79 -1.04 1.97
6 O -0.80 -2.09 3.87
7 H 0.73 0.03 2.77
8 O -2.36 -5.88 0.53
9 C -2.28 -4.67 1.14
10 O -2.21 -3.66 0.47
11 O -2.19 -4.71 2.39
12 H -2.15 -6.40 1.31
13 O -4.72 -2.58 -3.16
14 C -4.25 -1.48 -2.55
15 O -4.05 -0.53 -3.34
16 O -3.86 -1.46 -1.37
17 H -4.62 -2.05 -3.98
18 O -5.83 -1.12 2.84
19 C -4.57 -1.64 2.75
20 O -4.23 -2.51 3.59
21 O -3.87 -1.34 1.76
22 H -6.09 -1.78 3.50
23 O 4.56 0.15 -2.78
24 P 3.79 0.64 -1.63
25 N 2.66 -0.43 -0.97
26 C 1.88 -0.19 0.23
27 C 2.63 -1.81 -1.42
28 N 2.90 2.03 -2.01
29 C 1.43 2.19 -2.06
30 C 3.68 3.22 -2.42
31 N 4.76 1.01 -0.25
32 C 6.07 0.37 -0.10
33 C 4.40 2.11 0.65
34 H 2.42 0.34 1.02
35 H 1.57 -1.16 0.61
36 H 0.93 0.32 0.10
37 H 3.26 -2.45 -0.79
38 H 3.07 -1.91 -2.41
39 H 1.65 -2.28 -1.38
40 H 0.92 1.25 -1.86
41 H 1.03 2.99 -1.44
42 H 1.20 2.48 -3.09
43 H 3.30 4.13 -1.97
44 H 4.73 3.08 -2.12
45 H 3.78 3.25 -3.51
46 H 6.05 -0.33 0.73
47 H 6.38 0.03 -1.08
48 H 6.79 1.11 0.27
49 H 4.96 2.98 0.32
50 H 4.77 1.84 1.64
51 H 3.32 2.24 0.68
52 C -3.46 2.69 1.94
53 S -2.74 2.12 0.37
54 O -2.40 0.65 0.43
55 C -4.27 2.05 -0.65
56 H -4.28 2.05 2.28
57 H -3.89 3.69 1.88
58 H -2.71 2.58 2.72
59 H -4.90 2.92 -0.47
60 H -4.80 1.12 -0.44
61 H -3.92 2.08 -1.68

Output
Lowest unoccupied orbital energy (alpha / beta) = 3.645 / 3.645 eV
⟨S²⟩ = 0.7799
E_HOMO (alpha / beta) = -1.96 / -1.95 eV
Charge = -2
Multiplicity = 2
ΔE to the lowest compared entry with this formula, charge and spin = 66.6 kcal/mol
E_tot = -3450.66682 hartree


Below is a molecular structure, C12H28N4O4Sn, with properties calculated with wB97M-V/def2-TZVPD.

Geometry (Å):
1 Sn 7.09 5.11 -2.48
2 C 13.96 3.79 -1.97
3 C 12.79 3.19 -1.29
4 O 11.62 3.42 -1.64
5 N 13.02 2.35 -0.32
6 C 11.97 1.60 0.39
7 H 14.36 3.18 -2.78
8 H 14.80 3.98 -1.31
9 H 13.58 4.67 -2.49
10 H 13.98 2.21 -0.06
11 H 11.05 1.46 -0.17
12 H 11.78 2.12 1.33
13 H 12.38 0.61 0.57
14 C 7.85 -2.13 -3.15
15 C 6.95 -0.91 -3.34
16 O 7.33 0.14 -2.79
17 N 5.86 -0.99 -4.13
18 C 5.25 -2.18 -4.68
19 H 7.91 -2.73 -4.06
20 H 7.53 -2.76 -2.32
21 H 8.85 -1.80 -2.86
22 H 5.32 -0.16 -4.30
23 H 4.24 -1.98 -5.05
24 H 5.17 -2.97 -3.93
25 H 5.80 -2.55 -5.55
26 C 10.09 1.32 -7.35
27 C 10.07 2.82 -7.02
28 O 9.15 3.31 -6.37
29 N 11.08 3.51 -7.59
30 C 11.19 4.99 -7.39
31 H 9.22 0.77 -6.99
32 H 10.91 0.80 -6.84
33 H 10.10 1.14 -8.43
34 H 11.74 3.06 -8.22
35 H 11.01 5.13 -6.32
36 H 10.42 5.61 -7.85
37 H 12.10 5.42 -7.82
38 C 10.41 10.18 0.68
39 C 10.56 8.69 0.74
40 O 10.18 7.96 -0.20
41 N 10.81 8.26 2.00
42 C 10.64 6.85 2.45
43 H 10.72 10.64 -0.25
44 H 10.90 10.67 1.52
45 H 9.36 10.48 0.62
46 H 10.89 8.96 2.72
47 H 9.97 6.79 3.31
48 H 11.60 6.49 2.81
49 H 10.38 6.22 1.60

Output
Lowest unoccupied orbital energy = -11.391 eV
E_HOMO = -14.06 eV
Charge = +2
Multiplicity = 1
ΔE to the lowest compared entry with this formula, charge and spin = 169.2 kcal/mol
E_tot = -1207.58434 hartree


Below is a molecular structure, C12H28N4O4Tl, with properties calculated with wB97M-V/def2-TZVPD.

Geometry (Å):
1 Tl -0.48 -0.48 0.41
2 C -2.64 2.64 2.39
3 C -2.33 1.12 2.41
4 O -1.87 0.59 1.39
5 N -2.59 0.44 3.52
6 C -2.18 -0.92 3.78
7 H -1.75 3.26 2.30
8 H -3.01 2.86 3.39
9 H -3.52 2.90 1.80
10 H -2.84 1.01 4.31
11 H -1.18 -0.97 4.22
12 H -2.34 -1.59 2.94
13 H -2.88 -1.32 4.51
14 C 1.91 -3.63 -0.36
15 C 1.40 -2.47 -1.19
16 O 0.78 -1.51 -0.73
17 N 1.82 -2.43 -2.52
18 C 1.64 -1.28 -3.47
19 H 1.07 -4.30 -0.14
20 H 2.24 -3.21 0.59
21 H 2.78 -4.21 -0.65
22 H 2.39 -3.18 -2.86
23 H 1.35 -1.61 -4.47
24 H 2.65 -0.87 -3.51
25 H 0.98 -0.50 -3.10
26 C -0.82 1.27 -3.05
27 C -1.04 -0.17 -2.64
28 O -1.12 -0.47 -1.48
29 N -1.18 -1.06 -3.61
30 C -1.30 -2.47 -3.34
31 H -1.74 1.85 -3.11
32 H -0.30 1.33 -4.00
33 H -0.17 1.75 -2.32
34 H -0.88 -0.78 -4.53
35 H -0.36 -2.76 -2.87
36 H -1.33 -3.07 -4.25
37 H -2.17 -2.68 -2.72
38 C 0.68 3.36 1.52
39 C 0.80 1.84 1.63
40 O -0.15 1.16 1.26
41 N 1.90 1.26 2.14
42 C 3.21 1.84 2.45
43 H 1.38 3.92 2.15
44 H -0.33 3.62 1.83
45 H 0.81 3.61 0.47
46 H 1.92 0.25 2.12
47 H 3.33 2.35 3.41
48 H 3.42 2.54 1.65
49 H 4.04 1.14 2.37

Output
Lowest unoccupied orbital energy = -11.500 eV
E_HOMO = -19.36 eV
Charge = +3
Multiplicity = 1
ΔE to the lowest compared entry with this formula, charge and spin = 41.5 kcal/mol
E_tot = -1165.32266 hartree


Below is 4 unconnected molecules or ions with the total composition C12H28NO6S3, with properties calculated with wB97M-V/def2-TZVPD.

Geometry (Å):
1 N 16.98 13.06 39.19
2 H 16.95 11.93 39.28
3 H 17.54 13.39 38.58
4 H 17.20 13.39 40.16
5 H 15.98 13.19 39.10
6 C 17.31 17.27 36.91
7 C 16.18 18.14 36.52
8 C 14.96 17.13 36.26
9 S 15.69 15.58 35.82
10 O 15.28 15.16 34.46
11 O 15.42 14.68 36.90
12 C 17.41 16.09 36.04
13 H 17.14 17.02 37.84
14 H 18.26 17.66 37.14
15 H 16.32 18.35 35.52
16 H 15.91 19.01 37.07
17 H 14.22 17.42 35.55
18 H 14.48 16.96 37.29
19 H 17.81 16.38 35.07
20 H 18.03 15.50 36.70
21 C 20.58 9.06 37.32
22 C 21.47 10.43 37.39
23 C 21.12 11.12 36.06
24 S 19.34 11.03 36.16
25 O 18.95 11.12 34.85
26 O 18.82 12.04 37.14
27 C 19.14 9.44 36.85
28 H 20.63 8.76 38.41
29 H 21.20 8.37 36.58
30 H 22.44 9.96 37.51
31 H 21.08 11.00 38.09
32 H 21.38 10.58 35.13
33 H 21.41 12.20 35.93
34 H 18.81 8.76 36.08
35 H 18.46 9.34 37.71
36 C 15.49 10.86 34.33
37 C 15.58 9.31 34.83
38 C 14.54 9.29 35.97
39 S 14.92 10.64 36.85
40 O 15.99 10.51 37.81
41 O 13.65 11.17 37.24
42 C 15.46 11.74 35.58
43 H 14.58 10.84 33.79
44 H 16.19 11.16 33.54
45 H 16.68 8.87 35.16
46 H 15.30 8.59 34.11
47 H 14.72 8.21 36.40
48 H 13.39 9.33 35.59
49 H 16.64 11.86 35.99
50 H 14.83 12.54 35.48

Output
Lowest unoccupied orbital energy = -2.961 eV
E_HOMO = -12.74 eV
Charge = +1
Multiplicity = 1
ΔE to the lowest compared entry with this formula, charge and spin = 13.5 kcal/mol
E_tot = -2174.34773 hartree


Below is 3 unconnected molecules or ions with the total composition C12H28O10S2, with properties calculated with wB97M-V/def2-TZVPD.

Geometry (Å):
1 C -1.44 3.69 -1.29
2 C -0.93 4.89 -2.06
3 O 0.15 5.54 -1.38
4 S 1.61 4.88 -1.46
5 C 2.52 6.27 -0.84
6 O 1.97 4.67 -2.84
7 O 1.69 3.82 -0.49
8 H -0.69 2.89 -1.26
9 H -2.35 3.29 -1.75
10 H -1.66 3.97 -0.25
11 H -0.63 4.60 -3.08
12 H -1.73 5.62 -2.16
13 H 2.41 7.09 -1.55
14 H 3.56 5.98 -0.76
15 H 2.12 6.54 0.13
16 C -2.42 -4.98 -3.92
17 C -3.57 -4.61 -3.01
18 O -3.32 -5.01 -1.66
19 S -2.32 -4.12 -0.76
20 C -2.73 -4.83 0.81
21 O -2.78 -2.75 -0.78
22 O -0.97 -4.47 -1.08
23 H -1.53 -4.40 -3.69
24 H -2.68 -4.79 -4.97
25 H -2.16 -6.04 -3.81
26 H -3.79 -3.54 -3.06
27 H -4.47 -5.14 -3.33
28 H -3.78 -4.61 1.03
29 H -2.09 -4.37 1.56
30 H -2.56 -5.90 0.76
31 C 3.31 -1.68 2.97
32 O 4.01 -1.48 1.72
33 C 3.58 -0.29 1.04
34 C 2.02 0.04 1.14
35 C 1.73 1.19 2.25
36 C 0.64 0.75 3.33
37 O -0.72 0.88 2.86
38 C -1.16 -0.27 2.22
39 O -0.94 -1.44 2.55
40 O -1.99 -0.04 1.10
41 H 3.92 -2.44 3.58
42 H 3.17 -0.75 3.59
43 H 2.33 -2.22 2.73
44 H 3.80 -0.47 -0.07
45 H 4.19 0.64 1.31
46 H 1.74 0.53 0.14
47 H 1.35 -0.86 1.25
48 H 2.73 1.34 2.79
49 H 1.50 2.18 1.75
50 H 0.75 1.49 4.20
51 H 0.88 -0.27 3.77
52 H -2.22 -0.93 0.72

Output
Lowest unoccupied orbital energy = 0.664 eV
Structure (SMILES) = CCOS(C)(=O)=O.CCOS(C)(=O)=O.COCCCCOC(=O)O
E_HOMO = -9.49 eV
Multiplicity = 1
E_tot = -2022.72949 hartree


Below is 2 unconnected molecules or ions with the total composition C12H29ClN2O6P, with properties calculated with wB97M-V/def2-TZVPD.

Geometry (Å):
1 C -4.79 -0.94 1.51
2 C -3.99 -1.94 2.33
3 O -4.32 -2.18 3.40
4 O -2.89 -2.55 1.83
5 C -2.14 -1.82 0.85
6 C -1.52 -0.50 1.29
7 C -0.16 -0.60 1.98
8 C -0.04 -1.63 3.11
9 P 0.02 -0.96 4.89
10 Cl -1.55 0.55 4.49
11 O 1.36 0.17 4.39
12 N 1.65 1.04 5.39
13 O 2.82 1.14 5.56
14 H -4.38 0.05 1.68
15 H -5.78 -0.97 1.91
16 H -4.80 -1.20 0.46
17 H -2.78 -1.62 0.00
18 H -1.34 -2.44 0.46
19 H -1.36 0.07 0.38
20 H -2.19 0.11 1.89
21 H 0.13 0.39 2.28
22 H 0.55 -0.89 1.20
23 H -0.80 -2.41 3.10
24 H 0.91 -2.13 2.97
25 H 0.07 -0.45 6.22
26 H -0.97 -1.93 5.32
27 H 1.04 -1.94 5.23
28 C 4.09 -0.17 -3.74
29 O 3.60 1.16 -3.82
30 C 2.72 1.38 -4.92
31 C 1.33 1.72 -4.43
32 N 0.70 0.56 -3.82
33 C -0.55 0.85 -3.13
34 C -0.48 1.73 -1.88
35 O 0.19 1.12 -0.80
36 C 1.59 1.33 -0.76
37 H 4.79 -0.21 -2.91
38 H 3.28 -0.88 -3.54
39 H 4.61 -0.45 -4.66
40 H 2.70 0.52 -5.60
41 H 3.12 2.23 -5.48
42 H 0.72 2.06 -5.27
43 H 1.42 2.55 -3.72
44 H 1.34 0.15 -3.15
45 H -0.99 -0.11 -2.84
46 H -1.25 1.31 -3.84
47 H -1.51 1.88 -1.53
48 H -0.08 2.72 -2.08
49 H 1.87 2.30 -1.18
50 H 2.13 0.53 -1.28
51 H 1.90 1.30 0.28

Output
Lowest unoccupied orbital energy = 2.411 eV
E_HOMO = -4.71 eV
Charge = -1
Multiplicity = 1
ΔE to the lowest compared entry with this formula, charge and spin = 0.0 kcal/mol
E_tot = -1837.00211 hartree


Below is 7 unconnected molecules or ions with the total composition C12H29IO24PS6, with properties calculated with wB97M-V/def2-TZVPD.

Geometry (Å):
1 P -1.51 -1.83 1.20
2 I -4.01 -1.87 1.26
3 H -1.59 -2.22 -0.19
4 H -1.48 -3.23 1.58
5 H -1.48 -1.43 2.59
6 H -1.62 -0.45 0.81
7 H -0.06 -1.78 1.16
8 C -1.28 2.51 -1.93
9 C -1.03 1.83 -3.27
10 O 0.22 1.16 -3.12
11 S 0.37 0.67 -1.57
12 O -0.03 -0.71 -1.48
13 O 1.64 1.16 -1.06
14 O -0.82 1.59 -0.94
15 H -0.69 3.43 -1.83
16 H -2.34 2.74 -1.77
17 H -0.98 2.55 -4.09
18 H -1.79 1.08 -3.48
19 C 0.14 7.29 0.83
20 C -1.30 7.12 0.36
21 O -1.25 7.24 -1.06
22 S 0.18 6.65 -1.59
23 O -0.03 5.28 -2.02
24 O 0.81 7.65 -2.41
25 O 0.94 6.61 -0.14
26 H 0.44 8.34 0.84
27 H 0.30 6.85 1.82
28 H -1.97 7.88 0.78
29 H -1.69 6.13 0.60
30 C -3.84 -2.23 5.78
31 C -4.32 -0.81 5.50
32 O -3.38 0.04 6.16
33 S -1.92 -0.68 6.15
34 O -1.15 -0.13 5.05
35 O -1.43 -0.73 7.51
36 O -2.42 -2.17 5.73
37 H -4.14 -2.55 6.79
38 H -4.22 -2.95 5.05
39 H -5.33 -0.63 5.86
40 H -4.27 -0.58 4.43
41 C 2.61 -2.28 -3.27
42 C 3.18 -2.59 -1.89
43 O 3.89 -3.82 -2.04
44 S 4.50 -3.90 -3.55
45 O 5.88 -3.47 -3.50
46 O 4.08 -5.14 -4.15
47 O 3.62 -2.69 -4.20
48 H 1.71 -2.88 -3.47
49 H 2.38 -1.22 -3.40
50 H 2.40 -2.68 -1.13
51 H 3.90 -1.82 -1.58
52 C 9.54 -4.23 -4.01
53 C 9.06 -2.81 -4.29
54 O 10.00 -1.97 -3.62
55 S 11.46 -2.68 -3.63
56 O 12.23 -2.14 -4.73
57 O 11.95 -2.73 -2.28
58 O 10.96 -4.18 -4.06
59 H 9.24 -4.55 -3.00
60 H 9.16 -4.95 -4.74
61 H 8.05 -2.63 -3.92
62 H 9.11 -2.59 -5.36
63 C -7.88 0.79 2.07
64 C -9.12 0.60 2.94
65 O -9.24 -0.81 3.11
66 S -7.75 -1.48 3.11
67 O -7.35 -1.67 4.49
68 O -7.73 -2.54 2.13
69 O -6.94 -0.20 2.51
70 H -8.10 0.60 1.02
71 H -7.45 1.79 2.17
72 H -10.02 1.01 2.48
73 H -8.98 1.04 3.93

Output
Lowest unoccupied orbital energy = 1.636 eV
E_HOMO = -3.92 eV
Charge = -1
Multiplicity = 1
E_tot = -5308.36613 hartree